Molecular formula: C79H156F21N6O19S5
Method: DFT, ωB97M-V/def2-TZVPD

Computed properties:
**Frontier orbital gap**: 0.1161 Ha
**Expectation value of S²**: 0.754
**F_max**: 5.21 eV/A
**Multiplicity**: 2

Bonds (Å) are listed after each position.
Cartesian coordinates (Å):
1 C -0.2091 0.3026 -3.5802  C2 1.516, H13 1.090, H14 1.090, H15 1.090
2 C 0.6117 -0.3041 -2.4598  C1 1.516, C3 1.525, H16 1.090, H17 1.090
3 C -0.1973 -0.4493 -1.1751  C2 1.525, C4 1.554, H18 1.090, H19 1.090
4 C -0.2877 0.9531 -0.5109  C3 1.554, N5 1.623, H20 1.090, H21 1.090
5 N -1.1747 1.0248 0.8461  C4 1.623, C6 1.579, C9 1.552, C10 1.542
6 C -1.2605 2.5185 1.3518  N5 1.579, C7 1.520, H22 1.090, H23 1.090
7 C -2.6410 2.6179 1.9804  C6 1.520, C8 1.481, H24 1.090, H25 1.090
8 C -3.5749 1.6750 1.3224  C7 1.481, C9 1.520, H26 1.090, H27 1.090
9 C -2.6700 0.6784 0.6172  N5 1.552, C8 1.520, H28 1.090, H29 1.090
10 C -0.5203 0.1323 1.9198  N5 1.542, C11 1.555, H30 1.090, H31 1.090
11 C 0.9981 0.4029 2.1175  C10 1.555, C12 1.478, H32 1.090, H33 1.090
12 C 1.6409 -0.3308 3.2279  C11 1.478, H34 1.090, H35 1.090, H36 1.090
13 H 0.4189 0.3040 -4.4711  C1 1.090
14 H -0.5592 1.3325 -3.5103  C1 1.090
15 H -1.1297 -0.2652 -3.7152  C1 1.090
16 H 1.4576 0.3689 -2.3201  C2 1.090
17 H 1.0531 -1.2491 -2.7765  C2 1.090
18 H 0.3574 -1.0620 -0.4645  C3 1.090
19 H -1.1696 -0.9391 -1.2270  C3 1.090
20 H -0.7726 1.6231 -1.2210  C4 1.090
21 H 0.6637 1.4053 -0.2311  C4 1.090
22 H -0.3818 2.8630 1.8971  C6 1.090
23 H -1.1773 3.1180 0.4453  C6 1.090
24 H -2.4482 2.3472 3.0185  C7 1.090
25 H -3.1078 3.6018 2.0268  C7 1.090
26 H -4.2139 1.3001 2.1219  C8 1.090
27 H -4.2273 2.1499 0.5896  C8 1.090
28 H -2.7417 -0.3390 1.0016  C9 1.090
29 H -2.8629 0.7651 -0.4521  C9 1.090
30 H -0.8266 -0.9005 1.7539  C10 1.090
31 H -1.0579 0.3597 2.8403  C10 1.090
32 H 1.2288 1.4668 2.1738  C11 1.090
33 H 1.5292 0.0919 1.2179  C11 1.090
34 H 2.6802 -0.0235 3.3437  C12 1.090
35 H 1.6567 -1.3724 2.9072  C12 1.090
36 H 1.1940 -0.0826 4.1907  C12 1.090
37 C -2.7035 -0.5325 -7.0030  C38 1.525, H49 1.090, H50 1.090, H51 1.090
38 C -2.7710 -2.0101 -6.6325  C37 1.525, C39 1.502, H52 1.090, H53 1.090
39 C -1.3818 -2.5794 -6.6074  C38 1.502, C40 1.549, H54 1.090, H55 1.090
40 C -1.4289 -4.0854 -6.2490  C39 1.549, N41 1.565, H56 1.090, H57 1.090
41 N -0.1912 -4.8998 -6.7530  C40 1.565, C42 1.546, C45 1.534, C46 1.495
42 C -0.0922 -5.0852 -8.2848  N41 1.546, C43 1.561, H58 1.090, H59 1.090
43 C 0.1997 -6.5757 -8.6434  C42 1.561, C44 1.596, H60 1.090, H61 1.090
44 C 0.5664 -7.2100 -7.2251  C43 1.596, C45 1.554, H62 1.090, H63 1.090
45 C -0.3593 -6.3594 -6.3115  N41 1.534, C44 1.554, H64 1.090, H65 1.090
46 C 1.1153 -4.2741 -6.3818  N41 1.495, C47 1.526, H66 1.090, H67 1.090
47 C 1.3076 -3.9921 -4.8940  C46 1.526, C48 1.512, H68 1.090, H69 1.090
48 C 2.5834 -3.1932 -4.7469  C47 1.512, H70 1.090, H71 1.090, H72 1.090
49 H -2.5376 -0.2518 -8.0430  C37 1.090
50 H -1.8379 -0.0174 -6.5862  C37 1.090
51 H -3.5733 0.0490 -6.6973  C37 1.090
52 H -3.2255 -2.5140 -7.4855  C38 1.090
53 H -3.3191 -2.2426 -5.7195  C38 1.090
54 H -0.7940 -2.0540 -5.8547  C39 1.090
55 H -0.8531 -2.2669 -7.5079  C39 1.090
56 H -2.3202 -4.4985 -6.7212  C40 1.090
57 H -1.4236 -4.3407 -5.1893  C40 1.090
58 H 0.6232 -4.4116 -8.7566  C42 1.090
59 H -1.0411 -4.8288 -8.7560  C42 1.090
60 H 0.9852 -6.8592 -9.3439  C43 1.090
61 H -0.7600 -6.9328 -9.0172  C43 1.090
62 H 1.6235 -7.0162 -7.0431  C44 1.090
63 H 0.2610 -8.2563 -7.2230  C44 1.090
64 H -0.1551 -6.3555 -5.2408  C45 1.090
65 H -1.4143 -6.5175 -6.5354  C45 1.090
66 H 1.1025 -3.2631 -6.7890  C46 1.090
67 H 1.9078 -4.8172 -6.8966  C46 1.090
68 H 1.4469 -4.9973 -4.4963  C47 1.090
69 H 0.4127 -3.5476 -4.4585  C47 1.090
70 H 2.4687 -2.2236 -5.2313  C48 1.090
71 H 3.4373 -3.6901 -5.2074  C48 1.090
72 H 2.8510 -2.9762 -3.7128  C48 1.090
73 C 0.5133 -4.1688 3.8868  C74 1.551, H85 1.090, H86 1.090, H87 1.090
74 C -0.6158 -3.1903 3.4696  C73 1.551, C75 1.545, H88 1.090, H89 1.090
75 C -2.0392 -3.7895 3.5023  C74 1.545, C76 1.519, H90 1.090, H91 1.090
76 C -3.1347 -2.8787 2.9746  C75 1.519, N77 1.570, H92 1.090, H93 1.090
77 N -4.6483 -3.2354 3.1893  C76 1.570, C78 1.559, C81 1.556, C82 1.551
78 C -5.0105 -2.9857 4.6851  N77 1.559, C79 1.493, H94 1.090, H95 1.090
79 C -6.3332 -2.2939 4.6367  C78 1.493, C80 1.542, H96 1.090, H97 1.090
80 C -6.3391 -1.4406 3.3524  C79 1.542, C81 1.489, H98 1.090, H99 1.090
81 C -5.5800 -2.2818 2.3870  N77 1.556, C80 1.489, H100 1.090, H101 1.090
82 C -4.8845 -4.7308 2.8523  N77 1.551, C83 1.549, H102 1.090, H103 1.090
83 C -4.7103 -5.0532 1.3469  C82 1.549, C84 1.520, H104 1.090, H105 1.090
84 C -4.6987 -6.5403 1.0342  C83 1.520, H106 1.090, H107 1.090, H108 1.090
85 H 0.2034 -4.9026 4.6308  C73 1.090
86 H 1.3953 -3.6054 4.1913  C73 1.090
87 H 0.8020 -4.7888 3.0381  C73 1.090
88 H -0.3408 -2.8612 2.4675  C74 1.090
89 H -0.6370 -2.3323 4.1415  C74 1.090
90 H -2.2056 -4.1974 4.4993  C75 1.090
91 H -1.9740 -4.6355 2.8181  C75 1.090
92 H -3.1465 -2.8964 1.8848  C76 1.090
93 H -3.0396 -1.8265 3.2429  C76 1.090
94 H -5.1359 -3.9573 5.1629  C78 1.090
95 H -4.2601 -2.3070 5.0907  C78 1.090
96 H -7.0665 -3.0915 4.5176  C79 1.090
97 H -6.4772 -1.7170 5.5503  C79 1.090
98 H -7.3632 -1.2130 3.0565  C80 1.090
99 H -5.8384 -0.4884 3.5272  C80 1.090
100 H -6.1833 -2.8020 1.6430  C81 1.090
101 H -4.9598 -1.5753 1.8354  C81 1.090
102 H -5.9026 -4.8311 3.2284  C82 1.090
103 H -4.1614 -5.1502 3.5517  C82 1.090
104 H -3.7320 -4.7285 0.9924  C83 1.090
105 H -5.4138 -4.5071 0.7185  C83 1.090
106 H -5.6647 -7.0070 1.2270  C84 1.090
107 H -4.0159 -7.0207 1.7350  C84 1.090
108 H -4.3765 -6.8161 0.0301  C84 1.090
109 C 3.9240 4.8698 -9.9077  C110 1.486, H121 1.090, H122 1.090, H123 1.090
110 C 4.3645 4.2041 -8.6545  C109 1.486, C111 1.495, H124 1.090, H125 1.090
111 C 3.7549 4.6819 -7.3758  C110 1.495, C112 1.590, H126 1.090, H127 1.090
112 C 4.1340 3.7443 -6.1494  C111 1.590, N113 1.577, H128 1.090, H129 1.090
113 N 3.5179 4.1655 -4.7605  C112 1.577, C114 1.555, C117 1.554, C118 1.549
114 C 4.3253 5.3586 -4.1741  N113 1.555, C115 1.528, H130 1.090, H131 1.090
115 C 5.5512 4.7941 -3.4582  C114 1.528, C116 1.506, H132 1.090, H133 1.090
116 C 5.0361 3.5168 -2.8486  C115 1.506, C117 1.498, H134 1.090, H135 1.090
117 C 3.8192 3.1364 -3.6351  N113 1.554, C116 1.498, H136 1.090, H137 1.090
118 C 2.0266 4.5437 -4.9443  N113 1.549, C119 1.537, H138 1.090, H139 1.090
119 C 1.1814 3.3278 -5.3552  C118 1.537, C120 1.580, H140 1.090, H141 1.090
120 C -0.3662 3.6229 -5.4728  C119 1.580, H142 1.090, H143 1.090, H144 1.090
121 H 2.8684 5.1326 -9.9774  C109 1.090
122 H 3.9665 4.2128 -10.7763  C109 1.090
123 H 4.5054 5.7692 -10.1108  C109 1.090
124 H 5.4462 4.3338 -8.6203  C110 1.090
125 H 4.2214 3.1251 -8.7126  C110 1.090
126 H 2.6831 4.7243 -7.5691  C111 1.090
127 H 4.1480 5.6318 -7.0134  C111 1.090
128 H 5.2058 3.6519 -5.9737  C112 1.090
129 H 3.8918 2.7233 -6.4441  C112 1.090
130 H 3.7261 5.8023 -3.3790  C114 1.090
131 H 4.6200 6.0155 -4.9925  C114 1.090
132 H 5.9424 5.5047 -2.7302  C115 1.090
133 H 6.3328 4.6529 -4.2047  C115 1.090
134 H 4.7970 3.4801 -1.7858  C116 1.090
135 H 5.7774 2.7242 -2.9504  C116 1.090
136 H 3.0475 3.2096 -2.8689  C117 1.090
137 H 3.8170 2.1397 -4.0763  C117 1.090
138 H 1.8391 5.3511 -5.6521  C118 1.090
139 H 1.6595 4.8957 -3.9802  C118 1.090
140 H 1.4747 2.4930 -4.7186  C119 1.090
141 H 1.4747 3.1469 -6.3893  C119 1.090
142 H -0.9177 3.0323 -6.2044  C120 1.090
143 H -0.5241 4.6428 -5.8236  C120 1.090
144 H -0.7558 3.5530 -4.4572  C120 1.090
145 C 2.4335 3.3789 4.9913  C146 1.579, H157 1.090, H158 1.090, H159 1.090
146 C 2.9430 4.8725 4.9266  C145 1.579, C147 1.523, H160 1.090, H161 1.090
147 C 1.9478 5.8676 5.5096  C146 1.523, C148 1.564, H162 1.090, H163 1.090
148 C 2.2999 7.3339 5.0931  C147 1.564, N149 1.561, H164 1.090, H165 1.090
149 N 1.2847 8.4670 5.4429  C148 1.561, C150 1.624, C153 1.565, C154 1.542
150 C 1.6379 9.8927 4.7493  N149 1.624, C151 1.546, H166 1.090, H167 1.090
151 C 0.6389 9.9832 3.5728  C150 1.546, C152 1.516, H168 1.090, H169 1.090
152 C -0.6413 9.4164 4.1554  C151 1.516, C153 1.524, H170 1.090, H171 1.090
153 C -0.1482 8.1730 4.8858  N149 1.565, C152 1.524, H172 1.090, H173 1.090
154 C 1.1280 8.5370 6.9752  N149 1.542, C155 1.550, H174 1.090, H175 1.090
155 C 2.4263 9.0585 7.6424  C154 1.550, C156 1.546, H176 1.090, H177 1.090
156 C 2.2798 9.7172 9.0334  C155 1.546, H178 1.090, H179 1.090, H180 1.090
157 H 1.5810 3.3075 4.3158  C145 1.090
158 H 2.0135 3.2728 5.9915  C145 1.090
159 H 3.1749 2.5825 4.9258  C145 1.090
160 H 3.1393 5.0567 3.8704  C146 1.090
161 H 3.9686 5.0605 5.2443  C146 1.090
162 H 1.8633 5.8149 6.5950  C147 1.090
163 H 1.0207 5.4981 5.0713  C147 1.090
164 H 2.3736 7.4734 4.0145  C148 1.090
165 H 3.1781 7.5582 5.6985  C148 1.090
166 H 1.6608 10.7255 5.4523  C150 1.090
167 H 2.6119 9.7762 4.2740  C150 1.090
168 H 0.5809 11.0119 3.2170  C151 1.090
169 H 0.9497 9.5221 2.6353  C151 1.090
170 H -1.0852 10.1622 4.8149  C152 1.090
171 H -1.2738 9.2254 3.2885  C152 1.090
172 H -0.9431 7.8711 5.5677  C153 1.090
173 H 0.0085 7.3998 4.1336  C153 1.090
174 H 0.7903 7.6039 7.4262  C154 1.090
175 H 0.2636 9.1936 7.0740  C154 1.090
176 H 2.9037 9.7236 6.9228  C155 1.090
177 H 3.1354 8.2449 7.7950  C155 1.090
178 H 1.5979 10.5656 8.9754  C156 1.090
179 H 3.1833 9.9696 9.5885  C156 1.090
180 H 1.5498 9.2155 9.6686  C156 1.090
181 C 0.3630 -4.5127 -1.4847  C182 1.519, H193 1.090, H194 1.090, H195 1.090
182 C -0.9306 -4.9523 -0.8200  C181 1.519, C183 1.559, H196 1.090, H197 1.090
183 C -0.5568 -5.9675 0.3022  C182 1.559, C184 1.574, H198 1.090, H199 1.090
184 C 0.2633 -7.2173 -0.1902  C183 1.574, N185 1.561, H200 1.090, H201 1.090
185 N 0.3765 -8.3718 0.8538  C184 1.561, C186 1.558, C189 1.581, C190 1.577
186 C 1.2962 -9.4779 0.2550  N185 1.558, C187 1.539, H202 1.090, H203 1.090
187 C 0.4304 -10.4251 -0.5946  C186 1.539, C188 1.528, H204 1.090, H205 1.090
188 C -1.0356 -10.0812 -0.3356  C187 1.528, C189 1.565, H206 1.090, H207 1.090
189 C -0.9885 -9.1660 0.9330  N185 1.581, C188 1.565, H208 1.090, H209 1.090
190 C 0.8744 -7.7766 2.2271  N185 1.577, C191 1.572, H210 1.090, H211 1.090
191 C 2.2968 -7.1348 2.0354  C190 1.572, C192 1.519, H212 1.090, H213 1.090
192 C 2.9067 -6.8483 3.3968  C191 1.519, H214 1.090, H215 1.090, H216 1.090
193 H 0.8328 -4.0294 -0.6280  C181 1.090
194 H 0.2694 -3.8980 -2.3800  C181 1.090
195 H 1.0448 -5.3237 -1.7406  C181 1.090
196 H -1.5168 -5.3578 -1.6447  C182 1.090
197 H -1.5497 -4.1128 -0.5039  C182 1.090
198 H -1.5065 -6.3923 0.6275  C183 1.090
199 H -0.1648 -5.4566 1.1817  C183 1.090
200 H 1.3081 -6.9450 -0.3392  C184 1.090
201 H -0.1106 -7.6532 -1.1166  C184 1.090
202 H 1.5592 -10.0620 1.1369  C186 1.090
203 H 2.2927 -9.2646 -0.1319  C186 1.090
204 H 0.5455 -11.5018 -0.4697  C187 1.090
205 H 0.6816 -10.1792 -1.6264  C187 1.090
206 H -1.6547 -10.9728 -0.2360  C188 1.090
207 H -1.3434 -9.4730 -1.1862  C188 1.090
208 H -1.0564 -9.7155 1.8719  C189 1.090
209 H -1.7753 -8.4146 0.9995  C189 1.090
210 H 0.8875 -8.6986 2.8084  C190 1.090
211 H 0.1158 -7.1345 2.6748  C190 1.090
212 H 2.3104 -6.2565 1.3900  C191 1.090
213 H 2.9525 -7.8928 1.6067  C191 1.090
214 H 2.2287 -6.2971 4.0485  C192 1.090
215 H 3.7630 -6.1789 3.3146  C192 1.090
216 H 3.1705 -7.7728 3.9104  C192 1.090
217 C -2.4389 6.7326 -0.0292  O218 1.428, O219 1.408, C220 1.632, H231 1.090
218 O -3.3393 6.3876 -1.0826  C217 1.428, C224 1.454
219 O -1.6564 7.8244 -0.4505  C217 1.408
220 C -3.2523 6.9078 1.3744  C217 1.632, F221 1.378, F222 1.336, F223 1.337
221 F -4.3138 6.0403 1.5168  C220 1.378
222 F -2.3543 6.6826 2.3377  C220 1.336
223 F -3.6352 8.1554 1.6633  C220 1.337
224 C -3.7091 4.9817 -1.1210  O218 1.454, C225 1.496, H229 1.090, H230 1.090
225 C -4.9730 4.7679 -1.8913  C224 1.496, H226 1.090, H227 1.090, H228 1.090
226 H -5.2914 3.7272 -1.9523  C225 1.090
227 H -5.7218 5.2983 -1.3029  C225 1.090
228 H -5.0265 5.2122 -2.8852  C225 1.090
229 H -3.8352 4.4653 -0.1694  C224 1.090
230 H -2.8756 4.4448 -1.5739  C224 1.090
231 H -1.6683 5.9733 0.1043  C217 1.090
232 C 5.8279 -2.3718 5.7107  O233 1.461, O234 1.449, C235 1.592, H246 1.090
233 O 6.6131 -3.4339 5.0869  C232 1.461, C239 1.478
234 O 6.9201 -1.5759 6.2348  C232 1.449
235 C 4.7355 -1.7476 4.7359  C232 1.592, F236 1.303, F237 1.330, F238 1.342
236 F 3.8417 -1.0148 5.3370  C235 1.303
237 F 5.3521 -0.9854 3.8369  C235 1.330
238 F 4.0296 -2.6133 3.9921  C235 1.342
239 C 5.9650 -4.7596 5.0042  O233 1.478, C240 1.554, H244 1.090, H245 1.090
240 C 6.9556 -5.6037 4.1552  C239 1.554, H241 1.090, H242 1.090, H243 1.090
241 H 6.5236 -6.5741 3.9106  C240 1.090
242 H 7.2195 -5.0476 3.2556  C240 1.090
243 H 7.9117 -5.7308 4.6630  C240 1.090
244 H 4.9663 -4.7633 4.5675  C239 1.090
245 H 5.7843 -5.1727 5.9965  C239 1.090
246 H 5.2467 -2.6886 6.5767  C232 1.090
247 C -7.1225 3.3577 0.5817  F248 1.374, F249 1.380, F250 1.317, S251 1.946
248 F -5.9824 3.9725 1.0389  C247 1.374
249 F -7.7945 4.1756 -0.3038  C247 1.380
250 F -6.6759 2.2635 -0.0001  C247 1.317
251 S -8.2193 2.7670 2.0764  C247 1.946, O252 1.462, O253 1.477, O254 1.474
252 O -8.5374 3.9813 2.8268  S251 1.462
253 O -9.4162 2.0944 1.5312  S251 1.477
254 O -7.4054 1.8387 2.8813  S251 1.474
255 C 1.3789 5.2374 1.4757  F256 1.369, F257 1.340, F258 1.342, S259 1.933
256 F 0.0543 5.2603 1.8199  C255 1.369
257 F 1.9684 6.2823 2.0734  C255 1.340
258 F 2.0662 4.1392 1.8245  C255 1.342
259 S 1.4776 5.4371 -0.4445  C255 1.933, O260 1.453, O261 1.517, O262 1.478
260 O 0.5801 4.4067 -0.9390  S259 1.453
261 O 1.0385 6.8205 -0.8846  S259 1.517
262 O 2.8990 5.2086 -0.7770  S259 1.478
263 C 4.4919 -0.5539 -1.6370  F264 1.320, F265 1.296, F266 1.412, S267 1.922
264 F 3.6704 -1.5734 -1.4674  C263 1.320
265 F 3.8206 0.5540 -1.6093  C263 1.296
266 F 5.4584 -0.5496 -0.6080  C263 1.412
267 S 5.3316 -0.7021 -3.3595  C263 1.922, O268 1.445, O269 1.504, O270 1.476
268 O 6.4941 0.1564 -3.3339  S267 1.445
269 O 5.6072 -2.1760 -3.4808  S267 1.504
270 O 4.3206 -0.2356 -4.3288  S267 1.476
271 C -1.0761 1.5556 6.7066  F272 1.375, F273 1.285, F274 1.377, S275 2.025
272 F -1.1021 1.2647 8.0500  C271 1.375
273 F -1.2196 2.8193 6.5222  C271 1.285
274 F 0.0997 1.1793 6.0965  C271 1.377
275 S -2.6701 0.6017 5.9004  C271 2.025, O276 1.481, O277 1.447, O278 1.472
276 O -2.1084 -0.4812 5.0597  S275 1.481
277 O -3.4776 0.1123 6.9965  S275 1.447
278 O -3.4303 1.5915 5.1194  S275 1.472
279 C -4.6480 -0.7872 -2.4597  F280 1.368, F281 1.329, F282 1.329, S283 1.917
280 F -5.3195 -0.2664 -1.3879  C279 1.368
281 F -5.5184 -0.9591 -3.4497  C279 1.329
282 F -3.7597 0.1317 -2.8247  C279 1.329
283 S -3.7888 -2.3975 -1.8737  C279 1.917, O284 1.428, O285 1.453, O286 1.467
284 O -2.7881 -2.6326 -2.8649  S283 1.428
285 O -3.2689 -2.1145 -0.5473  S283 1.453
286 O -4.8160 -3.4418 -1.7893  S283 1.467

Löwdin atomic charge list, values in e, 99 entries: number 1, C, carries -0.099; number 2, C, carries -0.227; number 3, C, carries -0.157; number 4, C, carries -0.053; number 5, N, carries -0.123; number 6, C, carries -0.067; number 7, C, carries -0.156; number 8, C, carries -0.132; number 9, C, carries -0.067; number 10, C, carries -0.081; number 11, C, carries -0.223; number 12, C, carries -0.088; number 13, H, carries 0.067; number 14, H, carries 0.061; number 15, H, carries 0.062; number 16, H, carries 0.097; number 17, H, carries 0.096; number 18, H, carries 0.099; number 19, H, carries 0.089; number 20, H, carries 0.115; number 21, H, carries 0.118; number 22, H, carries 0.103; number 23, H, carries 0.096; number 24, H, carries 0.095; number 25, H, carries 0.118; number 26, H, carries 0.125; number 27, H, carries 0.095; number 28, H, carries 0.095; number 29, H, carries 0.114; number 30, H, carries 0.104; number 31, H, carries 0.117; number 32, H, carries 0.097; number 33, H, carries 0.100; number 34, H, carries 0.077; number 35, H, carries 0.074; number 36, H, carries 0.081; number 37, C, carries -0.095; number 38, C, carries -0.240; number 39, C, carries -0.200; number 40, C, carries -0.057; number 41, N, carries -0.203; number 42, C, carries -0.095; number 43, C, carries -0.118; number 44, C, carries -0.108; number 45, C, carries -0.086; number 46, C, carries -0.151; number 47, C, carries -0.235; number 48, C, carries -0.074; number 49, H, carries 0.075; number 50, H, carries 0.061; number 51, H, carries 0.079; number 52, H, carries 0.110; number 53, H, carries 0.115; number 54, H, carries 0.105; number 55, H, carries 0.125; number 56, H, carries 0.129; number 57, H, carries 0.127; number 58, H, carries 0.129; number 59, H, carries 0.127; number 60, H, carries 0.115; number 61, H, carries 0.108; number 62, H, carries 0.109; number 63, H, carries 0.115; number 64, H, carries 0.124; number 65, H, carries 0.134; number 66, H, carries 0.124; number 67, H, carries 0.141; number 68, H, carries 0.102; number 69, H, carries 0.091; number 70, H, carries 0.081; number 71, H, carries 0.094; number 72, H, carries 0.070; number 73, C, carries -0.078; number 74, C, carries -0.229; number 75, C, carries -0.168; number 76, C, carries -0.099; number 77, N, carries -0.162; number 78, C, carries -0.085; number 79, C, carries -0.145; number 80, C, carries -0.130; number 81, C, carries -0.077; number 82, C, carries -0.078; number 83, C, carries -0.211; number 84, C, carries -0.100; number 85, H, carries 0.077; number 86, H, carries 0.077; number 87, H, carries 0.030; number 88, H, carries 0.091; number 89, H, carries 0.096; number 90, H, carries 0.125; number 91, H, carries 0.090; number 92, H, carries 0.093; number 93, H, carries 0.113; number 94, H, carries 0.127; number 95, H, carries 0.127; number 96, H, carries 0.112; number 97, H, carries 0.136; number 98, H, carries 0.132; number 99, H, carries 0.116